Entry 1:
ORCA calculation (ωB97M-V with the def2-TZVPD basis set) on a structure of composition C23H11Cl5FeN4S4 in a non-equilibrium geometry.

The geometry in ORCA input format:
```
! RIJCOSX wB97M-V def2-TZVPD def2/J DEFGRID3
* xyz -2 5
Fe -0.814 -1.382 -1.403
Cl 0.635 0.745 -6.674
Cl -0.817 3.500 -6.125
Cl 1.000 -1.187 -4.185
Cl -2.449 1.762 -1.286
Cl -2.164 4.058 -3.267
S 0.142 0.121 1.156
S 1.140 -3.398 -1.756
S -2.465 -3.087 -2.416
S -2.629 -1.880 0.218
N 0.610 -0.515 -0.160
N -5.648 -3.075 1.569
N -5.865 -5.020 -2.456
N 3.269 -1.739 -1.097
C 2.532 -2.000 4.431
C 1.990 3.750 0.520
C 0.514 2.475 2.473
C -1.452 2.532 -3.663
C 0.861 3.822 2.657
C -5.263 -4.369 -1.692
C -0.142 1.104 -5.150
C 0.845 1.808 1.334
C 2.436 -2.461 -1.430
C 2.307 -1.312 2.147
C -1.483 1.484 -2.716
C -3.368 -2.918 -0.998
C 0.629 -0.634 3.746
C 1.130 -0.627 2.447
C -5.235 -3.282 0.494
C -0.801 2.315 -4.895
C 1.578 4.418 1.651
C -0.812 0.292 -2.902
C 1.358 -1.312 4.747
C -0.067 0.181 -4.087
C 2.937 -2.093 3.081
C -4.575 -3.514 -0.763
C 1.565 2.420 0.344
H 1.922 1.914 -0.552
H 3.078 -2.501 5.223
H 2.679 -1.438 1.152
H 2.611 4.258 -0.251
H 0.588 4.366 3.552
H -0.022 1.923 3.303
H 1.807 5.477 1.627
H 1.575 -0.512 -0.362
H 1.015 -1.391 5.723
H 3.671 -2.826 2.793
H -0.351 -0.252 3.897
*
```

## Properties
Highest occupied orbital energy (spin up / spin down)   -1.68 / -2.21 eV
DFT total energy   -170331.6222 eV
Kohn-Sham gap (spin up / spin down)   5.503 / 6.040 eV



Entry 2:
ORCA calculation (ωB97M-V with the def2-TZVPD basis set) on a structure of composition C23H14BF5IrN7O2S4Sb.

The geometry in ORCA input format:
```
! RIJCOSX wB97M-V def2-TZVPD def2/J DEFGRID3
* xyz -1 5
Ir 0.783 1.027 1.056
Sb 2.750 3.445 -0.261
S 2.880 2.237 1.771
S 0.760 1.372 -3.063
S 0.477 2.658 -0.623
S 2.285 5.652 0.500
F -4.131 2.879 -3.565
F -1.586 3.327 -2.907
F -0.495 -1.093 -4.216
F -4.895 0.468 -4.576
F -3.044 -1.501 -4.901
O 0.264 -2.137 0.350
O 3.279 0.900 -1.280
N 1.015 -0.338 2.629
N -0.298 2.208 2.401
N 1.578 -0.303 -0.240
N -2.032 -0.323 1.993
N -1.566 0.222 0.858
N 0.003 -0.610 3.471
N -1.135 1.624 3.290
C -0.918 1.134 -3.521
C 2.116 -3.691 -1.607
C -3.226 1.907 -3.719
C 2.995 -1.452 -1.687
C 2.085 -2.366 -1.219
C 2.051 -1.083 2.979
C 3.994 -1.799 -2.574
C 4.039 -3.129 -2.978
C 1.711 -1.877 4.077
C 2.671 -0.132 -1.066
C -0.369 3.520 2.576
C -2.672 -0.314 -4.401
C -1.901 2.118 -3.376
C 3.114 -4.060 -2.503
C -1.717 2.577 4.026
C -1.357 -0.083 -4.043
C -1.258 3.810 3.611
C -3.617 0.683 -4.235
C 1.178 -1.646 -0.268
C -2.281 -0.277 -0.135
C 0.403 -1.537 4.352
C -3.048 -1.158 1.722
C -3.249 -1.163 0.358
B -1.371 0.091 3.313
H -2.061 0.013 -1.150
H 1.389 -4.397 -1.231
H 0.239 4.163 1.961
H 4.802 -3.450 -3.675
H -2.421 2.305 4.792
H -3.551 -1.682 2.516
H -3.977 -1.724 -0.198
H 2.331 -2.582 4.598
H -2.069 -0.194 4.251
H 4.697 -1.063 -2.937
H -1.521 4.778 3.994
H -0.275 -1.878 5.115
H 3.178 -5.086 -2.841
H 2.976 -0.989 2.436
*
```

## Properties
Highest occupied orbital energy (spin up / spin down)   -3.78 / -5.14 eV
DFT total energy   -105590.0077 eV
Kohn-Sham gap (spin up / spin down)   6.172 / 5.654 eV



What did the first record say?
ORCA calculation (ωB97M-V with the def2-TZVPD basis set) on a structure of composition C23H11Cl5FeN4S4 in a non-equilibrium geometry.

The geometry in ORCA input format:
```
! RIJCOSX wB97M-V def2-TZVPD def2/J DEFGRID3
* xyz -2 5
Fe -0.814 -1.382 -1.403
Cl 0.635 0.745 -6.674
Cl -0.817 3.500 -6.125
Cl 1.000 -1.187 -4.185
Cl -2.449 1.762 -1.286
Cl -2.164 4.058 -3.267
S 0.142 0.121 1.156
S 1.140 -3.398 -1.756
S -2.465 -3.087 -2.416
S -2.629 -1.880 0.218
N 0.610 -0.515 -0.160
N -5.648 -3.075 1.569
N -5.865 -5.020 -2.456
N 3.269 -1.739 -1.097
C 2.532 -2.000 4.431
C 1.990 3.750 0.520
C 0.514 2.475 2.473
C -1.452 2.532 -3.663
C 0.861 3.822 2.657
C -5.263 -4.369 -1.692
C -0.142 1.104 -5.150
C 0.845 1.808 1.334
C 2.436 -2.461 -1.430
C 2.307 -1.312 2.147
C -1.483 1.484 -2.716
C -3.368 -2.918 -0.998
C 0.629 -0.634 3.746
C 1.130 -0.627 2.447
C -5.235 -3.282 0.494
C -0.801 2.315 -4.895
C 1.578 4.418 1.651
C -0.812 0.292 -2.902
C 1.358 -1.312 4.747
C -0.067 0.181 -4.087
C 2.937 -2.093 3.081
C -4.575 -3.514 -0.763
C 1.565 2.420 0.344
H 1.922 1.914 -0.552
H 3.078 -2.501 5.223
H 2.679 -1.438 1.152
H 2.611 4.258 -0.251
H 0.588 4.366 3.552
H -0.022 1.923 3.303
H 1.807 5.477 1.627
H 1.575 -0.512 -0.362
H 1.015 -1.391 5.723
H 3.671 -2.826 2.793
H -0.351 -0.252 3.897
*
```

## Properties
Highest occupied orbital energy (spin up / spin down)   -1.68 / -2.21 eV
DFT total energy   -170331.6222 eV
Kohn-Sham gap (spin up / spin down)   5.503 / 6.040 eV



> Among the records above, which one has the highest DFT total energy?

C23H14BF5IrN7O2S4Sb



Copy entry 1 word for word.
ORCA calculation (ωB97M-V with the def2-TZVPD basis set) on a structure of composition C23H11Cl5FeN4S4 in a non-equilibrium geometry.

The geometry in ORCA input format:
```
! RIJCOSX wB97M-V def2-TZVPD def2/J DEFGRID3
* xyz -2 5
Fe -0.814 -1.382 -1.403
Cl 0.635 0.745 -6.674
Cl -0.817 3.500 -6.125
Cl 1.000 -1.187 -4.185
Cl -2.449 1.762 -1.286
Cl -2.164 4.058 -3.267
S 0.142 0.121 1.156
S 1.140 -3.398 -1.756
S -2.465 -3.087 -2.416
S -2.629 -1.880 0.218
N 0.610 -0.515 -0.160
N -5.648 -3.075 1.569
N -5.865 -5.020 -2.456
N 3.269 -1.739 -1.097
C 2.532 -2.000 4.431
C 1.990 3.750 0.520
C 0.514 2.475 2.473
C -1.452 2.532 -3.663
C 0.861 3.822 2.657
C -5.263 -4.369 -1.692
C -0.142 1.104 -5.150
C 0.845 1.808 1.334
C 2.436 -2.461 -1.430
C 2.307 -1.312 2.147
C -1.483 1.484 -2.716
C -3.368 -2.918 -0.998
C 0.629 -0.634 3.746
C 1.130 -0.627 2.447
C -5.235 -3.282 0.494
C -0.801 2.315 -4.895
C 1.578 4.418 1.651
C -0.812 0.292 -2.902
C 1.358 -1.312 4.747
C -0.067 0.181 -4.087
C 2.937 -2.093 3.081
C -4.575 -3.514 -0.763
C 1.565 2.420 0.344
H 1.922 1.914 -0.552
H 3.078 -2.501 5.223
H 2.679 -1.438 1.152
H 2.611 4.258 -0.251
H 0.588 4.366 3.552
H -0.022 1.923 3.303
H 1.807 5.477 1.627
H 1.575 -0.512 -0.362
H 1.015 -1.391 5.723
H 3.671 -2.826 2.793
H -0.351 -0.252 3.897
*
```

## Properties
Highest occupied orbital energy (spin up / spin down)   -1.68 / -2.21 eV
DFT total energy   -170331.6222 eV
Kohn-Sham gap (spin up / spin down)   5.503 / 6.040 eV